No. 1
The following is a quantum chemistry calculation of C38H64BrCl5F17Mg2N3O6S as an isolated structure, from the OMol25 dataset.

Geometry as ORCA input:
```
! wB97M-V def2-TZVPD RIJCOSX def2/J DEFGRID3
* xyz 0 1
C -4.9793 -4.2768 -2.8844
N -4.4842 -4.0948 -1.6246
C -3.0574 -3.7518 -1.5644
C -2.7806 -2.3031 -1.0231
C -1.9028 -1.4992 -2.0235
C -2.6617 -0.5225 -2.9405
C -1.6066 0.2830 -3.7542
C -0.9097 1.3635 -2.8572
C 0.5236 0.9734 -2.4339
C 1.0501 1.7533 -1.1946
C 0.2312 1.4971 0.0792
C 0.7464 2.2276 1.3438
C 1.0288 3.7435 1.1762
C -0.3226 4.5199 1.1191
C -0.4628 5.5291 -0.0417
O 0.2858 5.2009 -1.2054
C -0.5331 5.0672 -2.3526
C -4.1334 -1.6068 -0.7182
C -4.4568 -2.1337 0.7035
O -5.4719 -2.1013 1.2805
N -3.2806 -2.7499 1.2430
C -2.2029 -2.2145 0.3898
C -0.7488 -2.5889 0.6702
C -0.3222 -3.9725 0.1547
C 1.0267 -4.4551 0.7002
F 0.9202 -4.6226 2.0248
F 1.2587 -5.6659 0.1462
C 2.1976 -3.4466 0.3805
F 2.1626 -2.5518 1.3552
F 1.8815 -2.9026 -0.7871
C 3.5828 -4.1175 0.3460
F 3.6907 -4.9551 -0.7759
F 3.5712 -4.9811 1.3487
C 4.8375 -3.2207 0.5918
F 5.9099 -3.9132 0.1785
F 4.9893 -3.1216 1.9026
C 4.9399 -1.7728 0.0303
F 6.2295 -1.4159 0.2426
F 4.2587 -0.9032 0.7350
C 4.6443 -1.4943 -1.4804
F 4.3993 -2.5815 -2.2320
F 3.5427 -0.7572 -1.5308
C 5.7153 -0.6338 -2.2347
F 5.1166 -0.3186 -3.3887
F 5.9335 0.5196 -1.6504
C 7.0361 -1.3910 -2.6321
F 7.1827 -2.5544 -2.0390
F 7.0251 -1.6312 -3.9278
F 8.0592 -0.6015 -2.4363
H -4.3444 -3.9433 -3.6864
H -6.0619 -3.6031 -2.9460
H -5.2405 -5.3631 -2.9763
H -4.6039 -5.0011 -1.1656
H -2.6142 -4.5021 -0.9006
H -2.5612 -3.8855 -2.5341
H -1.1763 -0.8974 -1.4595
H -1.3200 -2.1584 -2.6850
H -3.3091 -1.0422 -3.6494
H -3.2370 0.2377 -2.3999
H -0.8333 -0.3663 -4.1865
H -2.0975 0.8370 -4.5627
H -1.5614 1.5437 -1.9943
H -0.8212 2.2870 -3.4368
H 0.6309 -0.0992 -2.2141
H 1.1766 1.1969 -3.2896
H 2.0847 1.4345 -1.0062
H 1.0802 2.8145 -1.4722
H -0.8367 1.6832 -0.0837
H 0.3257 0.4180 0.2930
H -0.0656 2.1608 2.0824
H 1.6142 1.6975 1.7582
H 1.5409 4.0437 2.1024
H 1.7135 3.9763 0.3581
H -1.1690 3.8267 1.1700
H -0.3813 5.1093 2.0448
H -1.5272 5.5196 -0.3394
H -0.2787 6.5652 0.2910
H 0.1449 4.9531 -3.2074
H -1.1588 4.1717 -2.2582
H -1.1337 5.9676 -2.5440
H -4.0437 -0.5190 -0.5487
H -4.9195 -1.6695 -1.4729
H -3.0192 -2.4303 2.1712
H -2.2128 -1.1162 0.5592
H -0.5330 -2.4641 1.7398
H -0.1413 -1.8280 0.1669
H -1.0424 -4.7137 0.5283
H -0.3050 -4.0751 -0.9330
C -4.6670 -1.7247 4.6759
S -5.1037 -0.1974 3.8319
O -3.8472 0.5852 3.6513
C -5.9916 0.5279 5.2209
H -4.0651 -2.3273 4.0015
H -4.0934 -1.4991 5.5762
H -5.5750 -2.2701 4.9318
H -5.3309 0.6073 6.0853
H -6.8560 -0.0914 5.4615
H -6.3273 1.5207 4.9272
O -4.9477 -6.6799 -1.6585
H -5.1614 -7.6124 -1.6876
Mg 5.0198 -5.3276 -2.2663
Br -7.3265 -4.5055 -4.2567
C 8.6996 -4.9632 5.5915
O 9.1249 -5.8053 6.3695
N 7.9790 -5.2611 4.5012
C 7.4589 -4.2560 3.5879
C 7.7271 -6.6587 4.2580
H 8.8689 -3.8865 5.7361
H 6.3722 -4.3305 3.5529
H 7.8670 -4.4312 2.5909
H 7.7371 -3.2569 3.9159
H 7.1921 -7.0663 5.1193
H 8.6789 -7.1885 4.1524
H 7.1293 -6.7983 3.3603
C -0.8330 8.6478 2.8871
Cl -0.4208 8.4781 1.1720
Cl -1.8564 7.3215 3.4440
H 0.0836 8.6510 3.4664
H -1.3652 9.5823 3.0264
Mg 7.4181 -7.9790 6.5166
Cl -4.1984 3.8486 -2.6573
C -5.9679 3.6810 -2.8204
C -6.4881 2.4500 -2.1200
Cl -5.9667 0.9511 -2.9251
H -6.2090 3.6676 -3.8808
H -6.4120 4.5728 -2.3790
H -7.5777 2.4532 -2.1288
H -6.1551 2.4116 -1.0845
C 0.4550 12.0591 -1.3176
C 0.3059 10.5205 -1.5899
O -0.6297 10.3675 -2.4989
H -0.4731 12.4919 -0.9473
H 1.2267 12.2143 -0.5588
H 0.7550 12.5905 -2.2187
H 0.1242 10.0784 -0.5847
H 1.3239 10.1612 -1.8337
Cl -5.1224 -1.9431 -3.9199
*
```

Properties
* energy: -9472.41356 Ha
* energy relative to the best compared isomer or geometry (same formula, charge and spin): 314.6 kJ/mol
* orbital gap: 0.759 eV
* HOMO energy: -0.24628 hartree

---

No. 2
The following is a quantum chemistry calculation of C38H64BrDyGeIN6O4SSe as an isolated structure, from the OMol25 dataset.

Geometry as ORCA input:
```
! wB97M-V def2-TZVPD RIJCOSX def2/J DEFGRID3
* xyz 2 5
Dy -1.1113 -0.2795 0.8192
C -1.9199 -4.0615 2.0477
C -2.4328 -2.8978 2.8893
C -2.0872 -3.1803 4.3230
C -3.8926 -2.7279 2.7927
O -1.6971 -1.6990 2.3636
Ge -1.6316 -0.1711 3.7373
O -2.4952 0.7445 2.0897
C -3.4866 1.8326 2.2421
C -4.7600 1.3911 1.5325
C -3.8115 2.0333 3.7439
C -2.9203 3.1063 1.6409
O 0.0553 0.2466 2.5676
C 1.0901 0.9649 3.3075
C 2.4165 0.4766 2.7836
C 0.9671 0.6797 4.7982
C 0.7961 2.4566 3.1286
H -2.4005 -4.9684 2.4385
H -2.1419 -3.9295 0.9800
H -0.8606 -4.2080 2.1012
H -2.6336 -4.0872 4.6234
H -1.0083 -3.2725 4.5033
H -2.4482 -2.4287 5.0379
H -4.3770 -3.6564 3.1546
H -4.2114 -1.8498 3.3598
H -4.1748 -2.5795 1.7564
H -5.0600 0.4838 1.9927
H -5.5657 2.1205 1.6983
H -4.6357 1.2078 0.4495
H -4.3121 1.1328 4.1409
H -2.9469 2.2553 4.3800
H -4.5113 2.8831 3.8602
H -2.9267 3.0310 0.5260
H -3.5427 3.9850 1.9185
H -1.9005 3.3415 2.0099
H 2.6492 -0.5320 3.1434
H 2.5149 0.4685 1.6962
H 3.1978 1.1310 3.1730
H 0.9221 -0.3783 5.0486
H 1.7979 1.1765 5.3395
H 0.0783 1.1667 5.2215
H 0.8462 2.7839 2.1033
H -0.1714 2.7557 3.5699
H 1.5293 3.0040 3.7184
O 0.5950 -1.3520 -3.1012
C 0.1926 -1.5269 -1.9761
N -0.1752 -1.6121 -0.8330
Br 1.6819 -2.9688 4.6707
C 3.0499 -3.9153 3.8025
C 3.9289 -4.6416 4.6500
C 4.9247 -5.4193 4.0470
C 4.9951 -5.5720 2.6681
C 4.0996 -4.8750 1.8435
C 3.1417 -4.0353 2.4137
I 2.0133 -3.0176 1.0087
H 3.8933 -4.4883 5.7290
H 5.6913 -5.8649 4.6689
H 5.7830 -6.1999 2.2734
H 4.0612 -5.1607 0.7905
N -2.2304 0.6770 -1.0933
H -2.7382 -0.0277 -1.7018
H -1.5252 1.1183 -1.6962
H -2.9176 1.3719 -0.8386
S -3.7935 -2.2489 -0.5246
C -3.7139 -3.4195 -1.7809
N -3.6813 -4.7553 -1.5730
C -3.6208 -5.7360 -2.6722
C -4.3111 -5.2399 -3.9345
C -3.7946 -3.8542 -4.2607
N -3.8131 -3.0068 -3.0511
H -3.9152 -5.0796 -0.6364
H -4.0475 -6.6831 -2.3321
H -2.5854 -5.9064 -2.9042
H -5.3935 -5.2689 -3.8162
H -4.1244 -5.9535 -4.7147
H -4.4520 -3.3151 -4.9933
H -2.8066 -3.8448 -4.7069
H -3.7323 -2.0022 -3.2260
C 4.9306 2.5122 -1.2059
C 5.2042 1.0017 -1.4376
C 4.5976 0.4326 -2.7513
C 3.0554 0.2060 -2.6961
N 2.2509 1.3704 -3.1169
C 1.3899 2.0423 -2.3118
Se 1.2746 1.8035 -0.4990
N 0.9627 3.1313 -3.0209
C 0.0214 4.1761 -2.5821
C 0.6912 5.5556 -2.4233
C 1.1369 5.8567 -0.9927
C 0.0597 6.4562 -0.0772
C 1.5583 3.1027 -4.3225
C 1.3646 3.9231 -5.4584
C 1.9392 3.4973 -6.6456
C 2.7938 2.3934 -6.6985
C 2.9791 1.5948 -5.5635
C 2.3246 1.9386 -4.3887
H 5.4776 2.8421 -0.3334
H 3.8849 2.7429 -0.9996
H 5.2686 3.1449 -2.0119
H 4.9507 0.4346 -0.5709
H 6.2914 0.8694 -1.4933
H 5.0518 -0.5599 -2.8861
H 4.8708 1.0498 -3.5998
H 2.7762 -0.0813 -1.6528
H 2.7228 -0.6092 -3.3439
H -0.2873 3.8034 -1.6240
H -0.8049 4.2376 -3.2967
H -0.0467 6.3296 -2.7041
H 1.5358 5.6261 -3.1259
H 1.9807 6.5680 -0.9818
H 1.5835 4.9496 -0.5093
H -0.1786 7.4842 -0.3648
H 0.3833 6.5260 0.9811
H -0.8782 5.8902 -0.0908
H 0.6889 4.7436 -5.4016
H 1.8364 4.0541 -7.5734
H 3.2980 2.1248 -7.6180
H 3.5949 0.7080 -5.5581
*
```

Properties
* energy: -10748.77249 Ha
* orbital gap (spin up / spin down): 7.363 / 3.612 eV
* HOMO energy (spin up / spin down): -0.45489 / -0.45486 hartree

---

No. 3
The following is a quantum chemistry calculation of C38H65AsN6O6PS2Si3Ti as an isolated structure, from the OMol25 dataset.

Geometry as ORCA input:
```
! wB97M-V def2-TZVPD RIJCOSX def2/J DEFGRID3
* xyz -1 3
Ti -0.2260 -0.2513 2.1211
O -0.4379 -2.2719 2.8829
S 1.0066 -2.5668 2.7609
O 1.3963 -3.9041 2.4565
O 1.4945 -1.5158 1.8427
C 1.6427 -2.2745 4.4277
C 2.4076 -3.2974 4.9599
C 2.8527 -3.2368 6.2766
C 2.5252 -2.1587 7.0786
C 1.7689 -1.1175 6.5570
C 1.3232 -1.1742 5.2466
S 0.5459 0.2972 4.6155
O 0.6476 1.3061 5.6260
O -0.8326 -0.0222 4.1733
O 1.2808 0.5543 3.3553
H 2.6367 -4.1459 4.3337
H 3.4503 -4.0479 6.6712
H 2.8684 -2.1103 8.1029
H 1.5309 -0.2469 7.1505
C 2.0826 -6.5457 -1.5110
C 0.8359 -5.7410 -1.8808
C -0.1210 -5.7282 -0.6905
P 1.3271 -3.9913 -2.3150
C 2.3236 -4.3081 -3.8696
C 2.9643 -3.0158 -4.3745
C 1.5802 -5.0114 -5.0003
C -0.2471 -3.3306 -2.9758
C -1.3724 -4.0922 -3.2620
C -2.5874 -3.5361 -3.6451
C -3.7829 -4.3940 -3.9584
C -2.6503 -2.1438 -3.7168
C -1.5450 -1.3574 -3.4693
C -0.2795 -1.9173 -3.1482
N 0.8378 -1.2282 -2.8354
C 1.2918 -0.0624 -3.3543
C 1.1371 0.4248 -4.6884
C 0.5030 -0.3772 -5.7945
C 1.6997 1.6435 -5.0530
C 2.4676 2.4208 -4.2045
C 3.0806 3.7190 -4.6491
C 2.7111 1.8971 -2.9371
C 2.1633 0.7053 -2.5032
C 2.5750 0.1826 -1.1455
H 1.8010 -7.5300 -1.1261
H 2.6487 -6.0305 -0.7322
H 2.7464 -6.7020 -2.3624
H 0.3539 -6.2351 -2.7323
H -0.9687 -5.0598 -0.8415
H 0.4037 -5.3934 0.2019
H -0.5058 -6.7345 -0.4983
H 3.1358 -4.9595 -3.5259
H 2.2266 -2.3758 -4.8593
H 3.7484 -3.2461 -5.1024
H 3.3959 -2.4341 -3.5606
H 0.6754 -4.4609 -5.2644
H 1.2880 -6.0299 -4.7364
H 2.2117 -5.0704 -5.8926
H -1.3156 -5.1734 -3.1838
H -3.5647 -5.4457 -3.7658
H -4.0850 -4.3066 -5.0059
H -4.6495 -4.1206 -3.3503
H -3.5912 -1.6641 -3.9752
H -1.6347 -0.2813 -3.5345
H -0.5819 -0.2782 -5.8348
H 0.7073 -1.4435 -5.6922
H 0.9046 -0.0460 -6.7552
H 1.5555 1.9763 -6.0783
H 2.7162 4.0012 -5.6382
H 4.1711 3.6553 -4.7057
H 2.8411 4.5354 -3.9627
H 3.3688 2.4360 -2.2591
H 3.5809 0.5513 -0.9262
H 2.5697 -0.9056 -1.1168
H 1.9508 0.5334 -0.3054
C -2.2382 2.5169 5.7227
Si -2.6134 2.6976 3.8962
C -3.4833 4.3640 3.8015
C -3.8281 1.3277 3.4664
As -0.9105 2.4882 2.2122
Si 0.9253 3.9233 2.8260
C 0.3051 5.3378 3.8956
C 2.4431 3.2846 3.7173
C 1.6145 4.5063 1.1662
Si -1.8519 4.0550 0.6329
C -3.6548 3.6218 0.3125
C -1.0015 4.1003 -1.0394
C -1.8060 5.8563 1.1924
H -3.2024 2.6633 6.2190
H -1.5353 3.2576 6.1005
H -1.8582 1.5365 5.9817
H -4.3349 4.3193 4.4850
H -3.8642 4.6250 2.8163
H -2.8318 5.1694 4.1437
H -4.5587 1.2266 4.2729
H -3.2965 0.3775 3.3776
H -4.3627 1.4979 2.5308
H 0.1606 4.9737 4.9148
H -0.6281 5.7866 3.5625
H 1.0691 6.1180 3.9274
H 2.2418 2.9037 4.7133
H 3.1047 4.1532 3.7991
H 2.9541 2.5083 3.1520
H 1.1508 5.4203 0.7946
H 1.4938 3.7430 0.3936
H 2.6847 4.6933 1.2694
H -4.1751 3.1682 1.1542
H -3.7099 2.9182 -0.5174
H -4.1915 4.5342 0.0424
H -0.9046 3.1231 -1.5067
H -0.0216 4.5742 -1.0265
H -1.6550 4.6990 -1.6808
H -2.3055 6.0638 2.1364
H -2.3366 6.4027 0.4083
H -0.7964 6.2606 1.2502
N -4.0491 -0.1059 0.0956
N -2.7791 0.4486 0.3526
N -2.2478 1.1228 -0.7306
C -1.0029 0.7580 -0.7737
N -0.6716 -0.1789 0.1493
N -1.8071 -0.4158 0.8610
H -4.4129 -0.4148 0.9895
H -3.9178 -0.9214 -0.5049
H -0.2841 1.1210 -1.4900
*
```

Properties
* energy: -7358.59702 Ha
* energy relative to the best compared isomer or geometry (same formula, charge and spin): 237.4 kJ/mol
* orbital gap (spin up / spin down): 4.724 / 4.678 eV
* HOMO energy (spin up / spin down): -0.10723 / -0.10713 hartree

---

No. 4
The following is a quantum chemistry calculation of a 9-piece molecular cluster, C38H67Br2F2N12O overall, from the OMol25 dataset.

Geometry as ORCA input:
```
! wB97M-V def2-TZVPD RIJCOSX def2/J DEFGRID3
* xyz 1 1
C 6.7094 -2.3646 1.4531
C 7.8843 -1.3977 1.1879
C 7.4718 -0.2993 0.1944
C 6.5468 0.7380 0.8374
C 5.9719 1.6940 -0.2362
C 4.7155 1.0917 -0.9003
C 3.4034 1.7054 -0.3852
C 2.6047 0.7707 0.5627
C 1.4444 0.0211 -0.1002
C 0.0624 0.7408 -0.0470
C 0.1017 2.2863 -0.0431
C -0.5046 3.0236 1.1597
C 0.4017 3.1200 2.3730
F 1.6311 3.6610 1.9828
N -0.6575 0.2037 1.1481
C -1.9784 0.1305 0.8924
N -2.8504 -0.1331 1.8358
N -4.2048 -0.2994 1.5437
C -4.7984 -1.3749 2.3553
C -6.2267 -1.5735 1.8716
N -2.2552 0.3188 -0.4378
C -3.1120 1.4703 -0.8293
C -4.2942 1.1005 -1.7181
O -5.3867 0.5210 -1.0235
C -0.9451 0.1389 -1.0769
F -0.7398 -1.2568 -0.9645
C -0.9193 0.4537 -2.5786
Br 0.5876 1.5344 -3.1508
C -1.0261 -0.8244 -3.4403
C 0.2649 -1.5801 -3.6997
Br -1.7371 -0.2442 -5.1873
H 5.8097 -2.0059 0.9496
H 6.4849 -2.4500 2.5124
H 6.9372 -3.3375 1.0240
H 8.1909 -0.8992 2.1060
H 8.7179 -1.9392 0.7509
H 6.9558 -0.7515 -0.6571
H 8.3367 0.2508 -0.1824
H 5.6881 0.2343 1.2847
H 7.0926 1.2884 1.6015
H 6.7376 1.8642 -0.9939
H 5.7460 2.6649 0.2009
H 4.7735 1.2939 -1.9701
H 4.7003 0.0116 -0.7590
H 3.5757 2.6427 0.1441
H 2.7464 1.9627 -1.2161
H 3.2999 0.0024 0.9044
H 2.2849 1.2976 1.4602
H 1.3147 -0.9128 0.4426
H 1.7060 -0.2537 -1.1191
H -0.4578 2.6280 -0.9128
H 1.1095 2.6549 -0.1877
H -0.6787 4.0522 0.8412
H -1.4776 2.6425 1.4715
H 0.6205 2.1562 2.8431
H -0.0114 3.7939 3.1227
H -0.3611 0.5197 2.0585
H -2.5107 -0.2300 2.7868
H -4.6926 0.5690 1.7358
H -4.2659 -2.3153 2.2614
H -4.8648 -1.0452 3.3940
H -6.6701 -2.4497 2.3367
H -6.8395 -0.7098 2.1252
H -6.2623 -1.6945 0.7899
H -2.5136 2.1585 -1.4286
H -3.4249 2.0362 0.0465
H -4.6705 2.0019 -2.1937
H -3.9087 0.4078 -2.4728
H -5.2499 -0.4275 -0.9957
H -1.7918 1.0464 -2.8308
H -1.7919 -1.4787 -3.0444
H 0.0023 -2.5678 -4.0810
H 0.8907 -1.1062 -4.4455
H 0.8001 -1.7510 -2.7679
C 9.5788 -1.7978 -3.2449
C 9.8103 -2.4655 -1.9703
N 9.9928 -2.9862 -0.9642
H 10.4425 -1.9330 -3.8924
H 8.7001 -2.2206 -3.7277
H 9.4194 -0.7344 -3.0781
C -6.1639 2.5322 4.1352
C -6.5207 1.1575 4.4520
N -6.6810 0.0495 4.7048
H -7.0570 3.1405 4.0017
H -5.5558 2.9563 4.9320
H -5.5887 2.5335 3.2117
C -1.9244 -5.1249 1.5556
C -2.8681 -4.8514 2.6342
N -3.6098 -4.6359 3.4834
H -1.4440 -6.0864 1.7236
H -2.4504 -5.1524 0.6033
H -1.1628 -4.3481 1.5231
C 11.1533 -6.1093 -0.2011
C 12.4950 -6.6656 -0.0719
N 13.5514 -7.1009 0.0296
H 10.5607 -6.7317 -0.8691
H 10.6725 -6.0752 0.7742
H 11.2033 -5.1013 -0.6029
C -9.8020 -0.6098 5.7339
C -11.1204 0.0125 5.7748
N -12.1503 0.5165 5.8048
H -9.2917 -0.4619 6.6831
H -9.8994 -1.6769 5.5458
H -9.2094 -0.1630 4.9419
C 1.2219 -0.3046 -7.9148
C 2.5415 -0.8716 -7.6619
N 3.5793 -1.3179 -7.4630
H 0.6902 -0.9076 -8.6478
H 0.6599 -0.2910 -6.9834
H 1.3207 0.7115 -8.2911
C -8.0789 2.4632 -2.9994
C -6.8121 3.1480 -3.2250
N -5.8128 3.6845 -3.4027
H -8.8884 3.0289 -3.4562
H -8.0424 1.4697 -3.4407
H -8.2614 2.3712 -1.9311
C -5.1465 5.7116 1.9517
C -4.4355 4.4580 1.7372
N -3.8842 3.4639 1.5734
H -6.1818 5.6057 1.6338
H -5.1178 5.9756 3.0071
H -4.6751 6.5031 1.3730
*
```

Properties
* energy: -7567.88445 Ha
* orbital gap: 9.782 eV
* HOMO energy: -0.44972 hartree

---

no.,strongest force on any atom (hartree/bohr)
1,0.067
2,0.050
3,0.018
4,0.020